# 1
Below is a 2-piece molecular cluster, C2H7IN3O2S overall, with properties calculated with ωB97M-V/def2-TZVPD.

```
16
Properties=species:S:1:pos:R:3:forces:R:3:nbo_charge:R:1
C 1.2799 0.7190 1.3552 1.80 0.00 0.06 0.71
C -1.9041 -0.3256 -2.1365 -1.92 -1.43 -0.54 -0.87
N 0.0031 1.1328 -0.5470 -0.82 -0.08 -0.19 -1.00
N 1.8253 -0.2607 0.9412 -0.57 -1.66 -1.33 -0.08
N 1.2595 1.8383 1.9734 -1.99 1.81 0.98 -0.75
O -0.1978 -1.4618 -0.7889 -3.34 -0.24 0.03 -0.89
O 2.3034 -1.3442 1.5388 0.70 -0.28 1.85 -0.46
S -0.9246 0.0233 -0.7043 1.48 -0.58 -0.30 1.59
I -2.5416 -0.3629 1.1193 0.08 -0.07 0.03 -0.05
H -2.3845 0.5098 -2.5666 0.15 1.65 -0.31 0.27
H -1.3865 -0.9037 -2.9262 0.12 0.41 0.83 0.29
H -2.8334 -0.8735 -1.8113 1.30 -0.06 0.02 0.28
H 0.7097 -1.3558 -0.6819 2.70 0.59 0.33 0.49
H 0.3437 2.1770 2.3389 0.76 -0.54 -0.57 0.45
H 1.9063 2.6407 1.8880 0.15 -1.23 -0.28 0.47
H 2.5417 -2.1527 1.0078 -0.61 1.70 -0.63 0.53
```
Positions in Å, forces in eV/Å.

## Properties
frontier orbital gap	8.48	eV
total charge	+1
total energy	-29674.9008	eV
strongest force on any atom	3.35	eV Å⁻¹
energy above the lowest of the compared OMol25 structures with the same formula, charge and spin	26.9	kcal per mole
2S+1	1

=====

# 2
Below is C2H7IOSi as an isolated structure, with properties calculated with ωB97M-V/def2-TZVPD.

```
12
Properties=species:S:1:pos:R:3:forces:R:3:nbo_charge:R:1
C -2.0659 0.2450 -0.3720 0.10 -1.23 1.26 -0.65
C -0.6865 -0.3102 -0.8607 -1.73 -2.49 -2.13 -0.05
O 0.3948 -0.4284 0.0258 -1.48 -3.77 3.98 -0.71
Si 3.2267 1.3254 0.9809 -0.01 -0.03 -0.15 0.62
I 5.2096 -0.2269 0.9130 -0.47 0.21 0.23 -0.33
H -2.5121 -0.4744 0.4237 0.74 1.14 -1.31 0.20
H -2.2440 1.2565 -0.0122 0.95 0.19 0.26 0.21
H -2.6937 0.2121 -1.2384 -0.56 -0.42 -0.59 0.22
H -0.3024 0.1591 -1.8449 -0.58 -0.38 1.80 0.19
H -1.0602 -1.4508 -1.2047 1.22 2.73 0.56 0.14
H 2.6525 0.9941 2.3640 0.33 -0.24 -0.14 -0.30
H 0.0812 -1.3014 0.8256 1.50 4.29 -3.75 0.46
```
Positions in Å, forces in eV/Å.

## Properties
frontier orbital gap	7.59	eV
total charge	0
total energy	-20210.3750	eV
strongest force on any atom	5.89	eV Å⁻¹
energy above the lowest of the compared OMol25 structures with the same formula, charge and spin	79.5	kcal per mole
2S+1	1

=====

# 3
Below is one molecule with the formula C2H7N, with properties calculated with ωB97M-V/def2-TZVPD.

```
10
Properties=species:S:1:pos:R:3:forces:R:3:nbo_charge:R:1
C 0.2614 -0.4961 -0.9371 0.00 1.59 -1.10 -0.61
C 0.0415 -0.3287 0.5591 1.33 -1.55 -0.03 -0.22
H 0.8981 -1.2953 -1.3023 0.26 -0.19 0.50 0.22
H -0.6919 -0.6268 -1.4740 0.17 0.22 0.26 0.21
H 0.7236 0.4970 -1.3017 -0.60 -1.48 0.29 0.19
H -0.4763 -1.2396 0.9704 0.40 0.84 -0.23 0.18
H 1.0729 -0.2938 1.0267 -1.02 0.08 -0.19 0.16
H -0.4982 1.6301 -0.0458 -0.80 -2.63 2.96 0.35
H -0.5574 1.3163 1.7522 -0.67 -1.41 -3.20 0.36
N -0.7736 0.8370 0.7526 0.93 4.53 0.74 -0.84
```
Positions in Å, forces in eV/Å.

## Properties
frontier orbital gap	10.49	eV
total charge	0
total energy	-3676.7127	eV
strongest force on any atom	4.68	eV Å⁻¹
structure (SMILES)	CCN
energy above the lowest of the compared OMol25 structures with the same formula, charge and spin	17.7	kcal per mole
2S+1	1

=====

# 4
Below is a 2-piece molecular cluster, C2H7N overall, with properties calculated with ωB97M-V/def2-TZVPD.

```
10
Properties=species:S:1:pos:R:3:forces:R:3:nbo_charge:R:1
C -1.7522 -1.3791 -0.4419 0.27 0.65 2.83 -0.07
N -0.7363 -0.6838 0.0680 -3.67 -1.09 -3.58 -0.59
C 1.4699 1.2524 0.5130 -0.06 0.16 -0.06 -0.85
H -2.7967 -1.2765 -0.0874 0.53 -0.52 0.34 0.16
H -1.5176 -2.1925 -1.1317 -0.53 0.43 -0.81 0.15
H -0.4661 -0.7386 -0.9536 2.93 0.22 1.16 0.35
H 1.1972 0.3081 0.0533 0.50 0.05 0.24 0.22
H 1.2972 1.2009 1.5924 -0.04 -0.02 -0.25 0.21
H 0.7956 1.9853 0.0635 0.16 0.15 0.20 0.21
H 2.5090 1.5238 0.3244 -0.09 -0.02 -0.06 0.20
```
Positions in Å, forces in eV/Å.

## Properties
frontier orbital gap	10.66	eV
total charge	0
total energy	-3674.8837	eV
strongest force on any atom	5.24	eV Å⁻¹
structure (SMILES)	C=N.C
energy above the lowest of the compared OMol25 structures with the same formula, charge and spin	59.9	kcal per mole
2S+1	1